1.
2 unconnected molecules or ions with the total composition C5H10O at a distorted geometry, computed with ωB97M-V/def2-TZVPD.

The electronic energy comes out at -271.6697 a.u. Its largest force on an atom is 1.3 eV Å⁻¹. Its molecular weight is 86.13 g/mol. Its HOMO-LUMO gap is 9.728 eV. For the relative energy (zero: lowest compared OMol25 entry of this formula, charge and spin), the calculation gives 2.257 eV. The HOMO energy is -0.3226 Ha. For the LUMO energy, the calculation gives 1.0 eV. As for the SMILES: CC1=CCC1.O.

Last column: Mulliken charge in e.
Element x y z (Å)
C -0.141 -1.507 -1.141  -1.29
C 0.027 -0.445 -0.112  0.59
C -0.426 -0.250 1.142  -0.78
C 0.639 0.772 1.483  -0.35
C 1.110 0.599 0.009  -0.58
H 0.578 -2.287 -0.867  0.35
H 0.086 -1.174 -2.159  0.27
H -1.143 -1.942 -1.134  0.30
H -1.118 -0.827 1.746  0.46
H 0.353 1.786 1.789  0.25
H 1.365 0.374 2.197  0.25
H 2.097 0.143 -0.106  0.25
H 1.067 1.493 -0.627  0.23
O -1.729 0.871 -0.965  -0.69
H -1.241 1.651 -1.249  0.31
H -1.525 0.742 -0.005  0.43



2.
2 unconnected molecules or ions with the total composition C5H10O at a distorted geometry, computed with ωB97M-V/def2-TZVPD.

The electronic energy comes out at -271.6837 a.u. Its largest force on an atom is 2.1 eV Å⁻¹. Its molecular weight is 86.13 g/mol. Its HOMO-LUMO gap is 9.475 eV. For the relative energy (zero: lowest compared OMol25 entry of this formula, charge and spin), the calculation gives 1.876 eV. The HOMO energy is -0.3183 Ha. For the LUMO energy, the calculation gives 0.8 eV. As for the SMILES: C=CC(=C)C.O.

Last column: Mulliken charge in e.
Element x y z (Å)
C 2.006 0.751 1.028  -0.71
C 0.752 0.343 1.255  -0.27
C -0.033 -0.751 0.658  0.96
C 0.497 -1.909 0.234  -0.92
C -1.497 -0.450 0.438  -1.03
H 2.630 0.228 0.316  0.26
H 2.335 1.604 1.601  0.26
H 0.109 1.047 1.776  0.20
H -0.208 -2.671 -0.060  0.29
H 1.571 -1.928 0.337  0.24
H -1.511 0.000 -0.561  0.00
H -2.068 -1.351 0.193  0.36
H -1.970 0.170 1.191  0.38
O -0.569 1.406 -2.731  -0.62
H -0.657 2.059 -3.435  0.31
H -1.388 1.453 -2.241  0.29



3.
2 unconnected molecules or ions with the total composition C5H10O, computed with ωB97M-V/def2-TZVPD.

The electronic energy comes out at -271.6867 a.u. Its largest force on an atom is 0.6 eV Å⁻¹. Its molecular weight is 86.13 g/mol. Its HOMO-LUMO gap is 10.548 eV. For the relative energy (zero: lowest compared OMol25 entry of this formula, charge and spin), the calculation gives 1.793 eV. The HOMO energy is -0.3474 Ha. For the LUMO energy, the calculation gives 1.1 eV. As for the SMILES: C[C@H]1CCC1=O.[H][H].

Last column: Mulliken charge in e.
Element x y z (Å)
C 1.859 -0.871 -0.169  -1.33
C 0.670 -0.340 0.629  0.33
C 0.345 1.149 0.331  -0.67
C -0.705 0.711 -0.721  -0.48
C -0.632 -0.683 -0.094  0.22
O -1.341 -1.653 -0.107  -0.57
H 1.903 -1.963 -0.121  0.34
H 1.767 -0.587 -1.225  0.31
H 2.799 -0.460 0.209  0.34
H 0.725 -0.643 1.680  0.38
H -0.121 1.649 1.185  0.26
H 1.179 1.756 -0.030  0.32
H -1.674 1.213 -0.752  0.32
H -0.292 0.681 -1.736  0.22
H -3.276 0.355 0.617  0.08
H -3.207 -0.316 0.304  -0.09



4.
A molecular structure, C5H10O at a distorted geometry, computed with ωB97M-V/def2-TZVPD.

The electronic energy comes out at -271.5873 a.u. Its largest force on an atom is 2.2 eV Å⁻¹. Its molecular weight is 86.13 g/mol. Its HOMO-LUMO gap is 9.715 eV. For the relative energy (zero: lowest compared OMol25 entry of this formula, charge and spin), the calculation gives 4.500 eV. The HOMO energy is -0.3304 Ha. For the LUMO energy, the calculation gives 0.7 eV.

Last column: Mulliken charge in e.
Element x y z (Å)
C -0.061 -0.047 -1.805  -1.36
C 0.211 0.935 -0.686  0.02
C -0.319 0.787 0.726  0.05
C -1.181 -0.373 1.176  -1.46
C 1.142 0.575 0.434  -0.36
O 1.585 -1.199 0.390  -0.62
H 0.030 -1.076 -1.455  0.28
H 0.680 0.095 -2.600  0.37
H -1.056 0.101 -2.238  0.32
H 0.276 1.972 -1.031  0.37
H -0.573 1.727 1.224  0.37
H -1.026 -0.561 2.246  0.34
H -2.244 -0.161 1.027  0.34
H -0.935 -1.287 0.630  0.34
H 2.125 0.002 0.675  0.68
H 1.345 -1.490 1.286  0.31



5.
A single C5H10O molecule at a distorted geometry, computed with ωB97M-V/def2-TZVPD.

The electronic energy comes out at -271.7015 a.u. Its largest force on an atom is 1.4 eV Å⁻¹. Its molecular weight is 86.13 g/mol. Its HOMO-LUMO gap is 10.920 eV. For the relative energy (zero: lowest compared OMol25 entry of this formula, charge and spin), the calculation gives 1.392 eV. The HOMO energy is -0.3624 Ha. For the LUMO energy, the calculation gives 1.1 eV. As for the SMILES: OC1CCCC1.

Last column: Mulliken charge in e.
Element x y z (Å)
O 0.024 0.944 1.652  -0.58
C 0.815 0.706 0.482  0.06
C -0.105 1.058 -0.661  -0.87
C -1.243 -0.112 -0.223  -0.54
C -0.281 -1.295 -0.386  -0.65
C 1.039 -0.790 0.259  -0.70
H -0.707 1.490 1.321  0.37
H 1.735 1.276 0.627  0.36
H -0.204 2.162 -0.752  0.26
H 0.309 0.764 -1.644  0.29
H -2.119 -0.091 -0.859  0.39
H -1.651 -0.205 0.810  0.33
H -0.588 -2.254 0.043  0.36
H -0.174 -1.437 -1.463  0.27
H 1.262 -1.270 1.212  0.37
H 1.889 -0.945 -0.418  0.28



6.
2 unconnected molecules or ions with the total composition C5H10O, computed with ωB97M-V/def2-TZVPD.

The electronic energy comes out at -271.5942 a.u. Its largest force on an atom is 0.4 eV Å⁻¹. Its molecular weight is 86.13 g/mol. Its HOMO-LUMO gap is 8.645 eV. For the relative energy (zero: lowest compared OMol25 entry of this formula, charge and spin), the calculation gives 4.312 eV. The HOMO energy is -0.3149 Ha. For the LUMO energy, the calculation gives 0.1 eV.

Last column: Mulliken charge in e.
Element x y z (Å)
C -1.320 -1.303 -1.009  -1.05
C 0.297 1.072 -0.232  -0.41
C -0.802 1.695 0.543  -0.91
C 1.187 0.255 0.632  -0.28
C 1.909 -0.877 -0.081  -0.04
O 2.532 -0.748 -1.099  -0.43
H -2.354 -1.100 -1.298  0.31
H -1.273 -1.478 0.071  0.25
H -0.951 -2.182 -1.542  0.30
H -0.702 -0.437 -1.285  0.26
H -0.427 2.718 0.721  0.37
H -1.700 1.834 -0.068  0.33
H -1.069 1.253 1.518  0.31
H 1.966 1.010 0.850  0.31
H 0.777 -0.095 1.594  0.35
H 1.824 -1.866 0.422  0.33



7.
A molecular structure, C5H10O, computed with ωB97M-V/def2-TZVPD.

The electronic energy comes out at -271.6024 a.u. Its largest force on an atom is 0.3 eV Å⁻¹. Its molecular weight is 86.13 g/mol. Its HOMO-LUMO gap is 9.479 eV. For the relative energy (zero: lowest compared OMol25 entry of this formula, charge and spin), the calculation gives 4.087 eV. The HOMO energy is -0.3194 Ha. For the LUMO energy, the calculation gives 0.8 eV.

Last column: Mulliken charge in e.
Element x y z (Å)
C 0.801 -1.015 1.182  -1.49
C 0.469 0.013 0.098  0.81
C 1.287 -0.219 -1.173  -1.45
C -1.022 -0.041 -0.168  -0.14
C -1.983 0.578 0.775  -0.62
O -1.563 1.085 -0.930  -0.44
H 0.219 -0.822 2.089  0.38
H 1.864 -0.980 1.443  0.39
H 0.577 -2.032 0.837  0.35
H 0.687 1.015 0.497  0.10
H 2.361 -0.139 -0.967  0.38
H 1.036 0.509 -1.952  0.34
H 1.103 -1.222 -1.578  0.34
H -1.310 -0.937 -0.730  0.40
H -2.970 0.126 0.579  0.18
H -1.343 1.886 -0.415  0.45



8.
2 unconnected molecules or ions with the total composition C5H10O, computed with ωB97M-V/def2-TZVPD.

The electronic energy comes out at -271.5434 a.u. Its largest force on an atom is 0.4 eV Å⁻¹. Its molecular weight is 86.13 g/mol. Its HOMO-LUMO gap is 8.744 eV. For the relative energy (zero: lowest compared OMol25 entry of this formula, charge and spin), the calculation gives 5.694 eV. The HOMO energy is -0.3293 Ha. For the LUMO energy, the calculation gives -0.2 eV.

Last column: Mulliken charge in e.
Element x y z (Å)
C 1.480 0.490 -0.523  -1.35
C 0.275 -0.385 -0.276  1.11
O 0.514 -1.476 0.575  -0.54
C -0.737 -0.574 -1.352  -0.74
C -1.099 0.242 -0.126  -1.00
C -0.182 1.057 2.118  -0.44
H 1.188 1.410 -1.041  0.28
H 2.217 -0.036 -1.141  0.36
H 1.932 0.772 0.431  0.36
H 0.600 -2.268 0.034  0.35
H -0.595 -0.047 -2.291  0.26
H -1.208 -1.550 -1.442  0.30
H -1.791 -0.238 0.560  0.36
H -1.213 1.315 -0.249  0.28
H -0.126 -0.007 2.435  0.21
H -1.257 1.295 2.289  0.19



9.
A single C5H10O molecule, computed with ωB97M-V/def2-TZVPD.

The electronic energy comes out at -271.7523 a.u. Its largest force on an atom is 0.5 eV Å⁻¹. Its molecular weight is 86.13 g/mol. Its HOMO-LUMO gap is 10.521 eV. For the relative energy (zero: lowest compared OMol25 entry of this formula, charge and spin), the calculation gives 0.010 eV. The HOMO energy is -0.3504 Ha. For the LUMO energy, the calculation gives 1.0 eV. As for the SMILES: CC(=O)C(C)C.

Last column: Mulliken charge in e.
Element x y z (Å)
C 0.083 1.897 -1.108  -1.20
C -0.599 0.749 -0.399  0.57
O -1.794 0.746 -0.187  -0.56
C 0.279 -0.413 0.066  0.70
C -0.370 -1.739 -0.333  -1.46
C 0.445 -0.318 1.588  -1.39
H 0.844 2.346 -0.457  0.30
H 0.601 1.529 -2.002  0.32
H -0.651 2.654 -1.390  0.35
H 1.266 -0.325 -0.406  0.26
H -0.458 -1.832 -1.421  0.35
H -1.376 -1.795 0.092  0.31
H 0.217 -2.588 0.034  0.40
H -0.536 -0.380 2.071  0.33
H 0.918 0.624 1.892  0.33
H 1.067 -1.141 1.958  0.39



10.
A single C5H10O molecule at a distorted geometry, computed with ωB97M-V/def2-TZVPD.

The electronic energy comes out at -271.5996 a.u. Its largest force on an atom is 1.4 eV Å⁻¹. Its molecular weight is 86.13 g/mol. Its HOMO-LUMO gap is 9.611 eV. For the relative energy (zero: lowest compared OMol25 entry of this formula, charge and spin), the calculation gives 4.164 eV. The HOMO energy is -0.3264 Ha. For the LUMO energy, the calculation gives 0.7 eV. As for the SMILES: C[C@H](O)C1CC1.

Last column: Mulliken charge in e.
Element x y z (Å)
C 1.649 1.033 -0.277  -1.33
C 0.857 -0.147 0.244  0.11
O 0.724 -1.062 -0.838  -0.57
C -0.600 0.099 0.785  0.23
C -1.430 0.339 -0.410  -1.07
C -1.158 -1.240 0.515  -0.61
H 2.594 0.652 -0.680  0.34
H 1.857 1.770 0.500  0.37
H 1.120 1.511 -1.110  0.24
H 1.416 -0.667 1.032  0.36
H -0.113 -0.784 -1.265  0.46
H -0.697 0.631 1.729  0.41
H -2.507 0.403 -0.331  0.30
H -1.055 1.104 -1.123  0.24
H -2.179 -1.556 0.509  0.30
H -0.477 -2.085 0.722  0.21



11.
A single C5H10O molecule, computed with ωB97M-V/def2-TZVPD.

The electronic energy comes out at -271.7106 a.u. Its largest force on an atom is 0.3 eV Å⁻¹. Its molecular weight is 86.13 g/mol. Its HOMO-LUMO gap is 10.343 eV. For the relative energy (zero: lowest compared OMol25 entry of this formula, charge and spin), the calculation gives 1.143 eV. The HOMO energy is -0.3425 Ha. For the LUMO energy, the calculation gives 1.0 eV. As for the SMILES: C[C@H]1C[C@]1(C)O.

Last column: Mulliken charge in e.
Element x y z (Å)
C 1.373 -0.247 1.225  -1.35
C 0.863 0.002 -0.180  0.08
C 0.042 -1.025 -0.924  -1.09
C -0.613 0.223 -0.436  1.12
C -1.570 0.202 0.746  -1.45
O -0.963 1.100 -1.478  -0.57
H 1.304 -1.302 1.508  0.31
H 2.418 0.055 1.319  0.34
H 0.800 0.335 1.954  0.30
H 1.521 0.590 -0.812  0.42
H 0.184 -1.114 -1.998  0.28
H -0.188 -1.956 -0.410  0.23
H -1.903 -0.810 0.994  0.30
H -2.459 0.793 0.512  0.44
H -1.114 0.618 1.652  0.30
H -1.043 1.992 -1.115  0.35



12.
A single C5H10O molecule, computed with ωB97M-V/def2-TZVPD.

The electronic energy comes out at -271.7160 a.u. Its largest force on an atom is 0.3 eV Å⁻¹. Its molecular weight is 86.13 g/mol. Its HOMO-LUMO gap is 10.765 eV. For the relative energy (zero: lowest compared OMol25 entry of this formula, charge and spin), the calculation gives 0.997 eV. The HOMO energy is -0.3588 Ha. For the LUMO energy, the calculation gives 1.0 eV. As for the SMILES: C[C@H]1CC[C@H]1O.

Last column: Mulliken charge in e.
Element x y z (Å)
C -1.350 0.948 0.535  -1.88
C 0.069 0.408 0.632  0.46
C 0.208 -1.128 0.789  -0.61
C 0.915 -1.207 -0.585  -0.69
C 0.868 0.329 -0.707  0.03
O 0.238 0.794 -1.882  -0.59
H -1.353 2.015 0.272  0.41
H -1.941 0.402 -0.211  0.46
H -1.868 0.854 1.495  0.39
H 0.611 0.964 1.405  0.34
H 0.827 -1.440 1.635  0.25
H -0.743 -1.667 0.851  0.28
H 1.913 -1.654 -0.587  0.26
H 0.319 -1.678 -1.371  0.25
H 1.857 0.802 -0.633  0.27
H -0.569 1.258 -1.638  0.35



Q: Which of these has the highest HOMO-LUMO gap?
A: number 5



Q: Among the records above, which one has the lowest relative energy (zero: lowest compared OMol25 entry of this formula, charge and spin)?
A: number 9



Q: What is the formula in the fifth record?
A: C5H10O